[1]
The following is a quantum chemistry calculation of 2 unconnected molecules or ions with the total composition C3HFS, from OMol25.

Output
highest occupied orbital energy (alpha / beta) = -9.138 / -8.612 eV
relative energy (zero: lowest compared OMol25 entry of this formula, charge and spin) = 4.2606 eV
frontier orbital gap (alpha / beta) = 8.67 / 6.26 eV
lowest unoccupied orbital energy (alpha / beta) = -0.01706 / -0.08639 Eh

Geometry as ORCA input:
```
! RIJCOSX wB97M-V def2-TZVPD def2/J DEFGRID3
* xyz 0 1
C 1.0602 0.6624 0.6560
C -1.7760 0.4775 -0.3726
C 2.1668 0.3359 0.2233
F -2.5402 1.4215 -0.1204
S 3.8000 0.2432 0.0459
H -0.0360 0.5560 0.3542
*
```

[2]
The following is a quantum chemistry calculation of a molecular structure, C3HIrO2, from OMol25.

Output
highest occupied orbital energy (alpha / beta) = -12.919 / -14.857 eV
frontier orbital gap (alpha / beta) = 7.66 / 6.04 eV
lowest unoccupied orbital energy (alpha / beta) = -0.19325 / -0.32419 Eh

Geometry as ORCA input:
```
! RIJCOSX wB97M-V def2-TZVPD def2/J DEFGRID3
* xyz 1 6
C -1.2415 -0.4016 0.0750
C -1.1831 0.9281 0.0665
O 0.2121 1.2198 0.0073
C 0.9656 0.1218 -0.0814
O 0.1977 -0.9080 -0.0441
H -1.9923 -1.1797 0.0019
Ir 3.0414 0.2196 -0.0252
*
```

[3]
The following is a quantum chemistry calculation of a molecular structure, C3HMgO2, from OMol25.

Output
highest occupied orbital energy (alpha / beta) = -7.578 / -7.550 eV
relative energy (zero: lowest compared OMol25 entry of this formula, charge and spin) = 3.7862 eV
frontier orbital gap (alpha / beta) = 7.38 / 5.90 eV
lowest unoccupied orbital energy (alpha / beta) = -0.00739 / -0.06079 Eh

Geometry as ORCA input:
```
! RIJCOSX wB97M-V def2-TZVPD def2/J DEFGRID3
* xyz 0 2
C 2.4969 -0.0631 1.0336
H 3.3065 -0.6738 1.3894
C 1.5127 0.5539 0.6919
O 0.5923 1.6415 -0.0573
C -0.3378 0.9225 0.6042
Mg -2.7535 -0.3916 -0.4396
O -0.8729 -0.0264 -0.0193
*
```

| no. | strongest force on any atom (eV/Å) | DFT total energy (eV) |
| --- | --- | --- |
| 1 | 2.818 | -16671.869 |
| 2 | 4.875 | -10042.326 |
| 3 | 3.841 | -12659.953 |